# C66H70IInN10Sb2

C66H70IInN10Sb2 as an isolated structure (the ωB97M-V functional and the def2-TZVPD basis, the OMol25 dataset).

XYZ file:
```
150
Properties=species:S:1:pos:R:3:forces:R:3
In 0.6190 0.5349 -0.3068 -0.2 -0.1 -0.1
C 2.2571 4.3432 -3.1333 0.2 0.1 0.0
C 1.2566 3.6266 -2.4481 -0.1 0.0 0.2
N 1.4012 3.1710 -1.2284 -0.1 0.0 -0.1
C 2.5707 3.4144 -0.5861 0.2 0.2 0.0
C 3.6689 4.0507 -1.2132 -0.2 -0.1 0.2
C 3.4714 4.5196 -2.5311 -0.1 -0.1 -0.1
C 4.8676 4.2431 -0.4901 0.1 0.0 0.1
C 4.9344 3.8850 0.8290 0.1 0.1 -0.1
C 3.8175 3.3426 1.4855 -0.4 -0.2 0.0
C 2.6455 3.0822 0.8022 0.6 0.6 -0.2
N 1.5559 2.4209 1.3374 -0.4 -0.5 0.2
C 0.8855 2.8479 2.3900 0.0 0.2 -0.2
C 1.1191 4.0900 3.0362 0.0 0.1 0.0
C 0.3068 4.5422 4.0618 0.0 0.0 0.1
C -0.7699 3.7917 4.4897 0.1 0.0 0.0
C -1.0658 2.5461 3.8811 0.1 -0.2 -0.2
C -2.1739 1.7687 4.2711 0.0 -0.1 0.0
C -2.4165 0.5810 3.6350 0.1 0.3 0.2
C -1.5423 0.1803 2.6184 -0.5 0.4 0.3
N -0.5017 0.8840 2.2192 -0.6 0.9 0.0
C -0.2500 2.0504 2.8382 -0.3 0.3 0.2
H 2.0516 4.7688 -4.1055 0.0 -0.1 -0.1
H 0.2842 3.4532 -2.8987 0.0 0.0 -0.1
H 4.2768 5.0407 -3.0344 0.0 0.0 0.0
H 5.7192 4.6870 -0.9899 0.0 0.0 0.0
H 5.8480 4.0366 1.3884 0.0 0.0 0.0
H 3.8815 3.0756 2.5336 0.0 0.0 0.0
H 1.9285 4.7148 2.6856 0.0 0.0 0.0
H 0.5177 5.4963 4.5254 0.0 0.0 0.0
H -1.4106 4.1522 5.2840 0.0 0.0 0.0
H -2.8201 2.1204 5.0657 0.0 0.0 0.0
H -3.2597 -0.0404 3.9034 0.0 0.0 0.0
H -1.7028 -0.7668 2.1138 -0.2 0.8 0.4
C 4.7750 -0.7181 -5.5941 0.0 -0.1 -0.1
N 4.1429 -0.6163 -4.2822 0.0 -0.1 0.2
C 5.0089 -1.0626 -3.1941 0.0 0.0 0.1
C 2.8221 -0.4440 -4.0600 0.0 0.3 -0.6
N 2.2821 -0.9073 -2.9175 0.4 -0.3 0.7
C 2.2797 -2.2194 -2.6653 -0.2 0.5 -0.3
C 2.2973 -3.1485 -3.7432 0.0 -0.4 -0.2
C 2.1499 -4.4876 -3.5421 0.0 0.2 -0.3
C 1.9515 -4.9722 -2.2370 0.0 0.1 0.2
C 2.0012 -4.1167 -1.1618 -0.2 -0.3 0.0
C 2.2249 -2.7376 -1.3129 0.2 -0.1 0.3
N 2.4983 -1.8652 -0.3081 -0.1 0.5 -0.2
C 3.1294 -2.1572 0.8043 0.3 -0.1 0.1
N 3.6920 -1.1364 1.4957 0.0 -0.1 -0.2
C 3.9960 -1.2042 2.9126 0.0 0.0 0.1
C 3.9250 0.1667 0.9070 -0.1 0.0 0.0
N 3.3815 -3.4326 1.2721 0.0 0.0 0.2
C 2.3215 -4.2248 1.8735 0.0 0.1 0.2
C 4.7256 -3.8050 1.6978 0.0 -0.1 -0.1
N 2.0609 0.2647 -4.9056 -0.1 -0.2 0.1
C 0.6076 0.1368 -4.8426 -0.2 -0.1 -0.1
C 2.5591 1.1117 -5.9779 0.1 0.1 -0.1
H 5.3472 -1.6469 -5.6242 0.0 0.0 0.0
H 5.4656 0.1081 -5.7687 0.0 0.0 0.0
H 4.0409 -0.7606 -6.3900 0.0 0.0 0.0
H 5.0929 -2.1525 -3.1683 0.0 0.0 0.0
H 4.6196 -0.7188 -2.2399 0.0 0.0 0.0
H 5.9995 -0.6361 -3.3469 0.0 0.0 0.0
H 2.3934 -2.7632 -4.7516 0.0 0.0 0.0
H 2.1585 -5.1671 -4.3818 -0.1 0.0 0.0
H 1.7701 -6.0262 -2.0753 0.0 0.0 0.0
H 1.8593 -4.5232 -0.1758 0.0 0.0 -0.4
H 3.7363 -2.1716 3.3299 -0.1 0.0 0.0
H 3.4207 -0.4383 3.4407 0.1 0.0 0.0
H 5.0555 -1.0079 3.0921 0.0 -0.1 0.0
H 3.7879 0.1164 -0.1694 0.0 0.0 0.0
H 4.9413 0.4942 1.1384 0.0 0.0 0.0
H 3.2291 0.9055 1.3116 0.1 -0.3 0.0
H 1.3481 -3.8941 1.5171 0.1 0.0 0.1
H 2.3340 -4.1243 2.9661 0.0 0.0 0.0
H 2.4608 -5.2817 1.6378 0.0 0.0 0.0
H 5.4397 -3.0328 1.4217 0.0 0.0 0.0
H 5.0067 -4.7293 1.1888 0.0 0.0 0.0
H 4.7873 -3.9828 2.7752 0.0 0.1 0.0
H 0.2410 -0.5419 -5.6172 0.1 0.0 0.0
H 0.3049 -0.2430 -3.8730 0.0 0.0 0.1
H 0.1475 1.1086 -5.0096 0.1 0.1 0.1
H 3.5462 1.4981 -5.7398 0.0 0.0 0.0
H 1.8777 1.9517 -6.0919 0.0 0.1 0.1
H 2.5851 0.5879 -6.9355 0.0 0.1 0.0
C -4.0966 -2.3211 -0.8292 -0.1 0.2 -0.1
C -4.2012 -1.3990 0.3968 0.0 0.0 -0.1
C -3.3025 -0.1615 0.3788 -0.2 0.2 -0.2
Sb -4.2756 1.2847 -0.9075 -0.4 0.5 0.3
C -5.8536 1.6963 0.5066 0.4 -0.1 -0.3
C -5.5550 2.2401 1.7526 -0.1 0.0 0.1
C -6.5749 2.5151 2.6522 0.1 0.0 0.0
C -7.8947 2.2544 2.3081 -0.1 0.0 0.0
C -8.1956 1.7117 1.0686 -0.1 0.0 0.0
C -7.1755 1.4337 0.1669 0.0 0.0 0.0
C -3.2897 3.1562 -0.4985 0.1 -0.5 0.0
C -4.0728 4.2826 -0.7468 0.1 0.0 0.0
C -3.5644 5.5558 -0.5497 0.0 0.0 -0.1
C -2.2547 5.7146 -0.1178 0.0 0.1 0.0
C -1.4657 4.6008 0.1156 0.1 -0.1 0.0
C -1.9747 3.3201 -0.0769 -0.1 0.1 0.1
Sb -3.5014 -1.4662 -2.7501 0.1 -0.4 -0.5
C -5.3866 -1.2320 -3.8009 0.3 -0.1 0.2
C -6.0013 -2.3293 -4.3996 -0.1 0.1 0.1
C -7.1473 -2.1661 -5.1661 0.0 -0.1 0.0
C -7.7079 -0.9087 -5.3237 -0.1 0.0 0.0
C -7.1083 0.1891 -4.7266 0.0 0.0 0.0
C -5.9387 0.0311 -3.9952 0.0 0.0 -0.1
C -3.1146 -3.4002 -3.6518 -0.2 0.3 0.3
C -3.7199 -4.5690 -3.1944 0.1 -0.1 0.0
C -3.5841 -5.7575 -3.8996 0.0 0.0 0.0
C -2.8527 -5.7861 -5.0790 0.0 0.0 0.0
C -2.2416 -4.6293 -5.5377 0.1 0.0 -0.1
C -2.3643 -3.4470 -4.8198 0.0 0.0 0.0
H -5.0427 -2.8413 -0.9794 0.1 -0.1 0.0
H -3.3230 -3.0757 -0.6619 0.0 0.0 -0.1
H -3.9660 -1.9967 1.2842 -0.1 0.0 0.1
H -5.2388 -1.0760 0.5247 0.0 -0.1 0.0
H -2.3003 -0.4104 0.0156 0.0 0.1 0.0
H -3.2193 0.2762 1.3733 -0.3 0.0 -0.5
H -4.5277 2.4687 2.0196 0.0 0.0 0.0
H -6.3407 2.9399 3.6206 0.0 0.0 0.0
H -8.6901 2.4835 3.0050 0.0 0.0 0.0
H -9.2239 1.5079 0.7997 0.0 0.0 0.0
H -7.4100 1.0138 -0.8053 -0.1 0.0 0.0
H -5.0955 4.1591 -1.0874 0.0 0.1 0.0
H -4.1825 6.4222 -0.7463 0.0 0.0 0.0
H -1.8464 6.7069 0.0255 0.0 0.0 0.0
H -0.4382 4.7234 0.4296 0.1 0.0 0.1
H -1.3349 2.4652 0.1407 -0.1 0.1 -0.1
H -5.5904 -3.3204 -4.2767 0.0 0.0 -0.1
H -7.6007 -3.0268 -5.6408 0.0 0.0 0.0
H -8.6023 -0.7803 -5.9192 0.0 0.0 0.0
H -7.5468 1.1728 -4.8373 0.0 0.0 -0.1
H -5.4551 0.9075 -3.5894 0.0 0.0 0.1
H -4.3234 -4.5602 -2.2947 0.0 0.0 0.0
H -4.0702 -6.6555 -3.5395 0.0 0.0 0.0
H -2.7697 -6.7055 -5.6439 0.0 0.0 0.0
H -1.6815 -4.6471 -6.4659 0.0 0.0 0.0
H -1.8883 -2.5428 -5.1861 0.0 0.0 -0.1
I 1.2420 -0.7104 5.5175 -0.3 -0.1 -0.2
C 0.2688 -1.6346 3.9023 0.3 -0.1 0.4
C -0.6894 -2.6168 4.0941 0.0 0.0 -0.1
C -1.3079 -3.1538 2.9721 0.0 -0.1 0.0
C -0.9515 -2.6785 1.7195 0.2 -0.3 -0.1
N -0.0342 -1.7275 1.5419 0.7 -0.6 -0.2
C 0.5702 -1.2254 2.6134 0.7 -0.8 -0.1
H -0.9534 -2.9561 5.0865 0.0 0.0 0.0
H -2.0584 -3.9252 3.0768 0.0 0.0 0.0
H -1.4102 -3.0713 0.8182 -0.1 0.0 0.0
H 1.3024 -0.4427 2.4379 0.1 -0.3 0.1
```
Forces are in eV/Å.

- HOMO (alpha / beta) (eV) = -11.1 / -11.1
- total charge = +2
- frontier orbital gap (alpha / beta) (eV) = 4.9 / 4.7

---

# C25H20BrClO5V

C25H20BrClO5V as an isolated structure (the ωB97M-V functional and the def2-TZVPD basis, the OMol25 dataset).

XYZ file:
```
53
Properties=species:S:1:pos:R:3:forces:R:3
V 0.1343 0.7285 0.0358 0.0 0.0 0.8
O -1.4218 1.9510 2.9170 -0.1 0.1 -0.1
C -1.2015 0.8786 2.4505 0.0 -0.2 0.1
O -1.3169 0.6436 1.0973 0.4 -0.1 -0.3
C -0.7986 -0.3350 3.2620 0.1 -0.1 -0.1
C -1.2159 -1.6701 2.6109 0.0 0.0 -0.1
C -1.1420 -2.7910 3.6478 0.0 0.0 0.0
C 0.3890 -2.9984 3.7638 0.0 0.0 0.0
C 0.9028 -1.9562 2.7702 0.0 0.0 -0.1
O -0.0977 -1.9467 1.7478 0.0 0.0 0.1
C 0.7553 -0.5395 3.3805 -0.1 0.1 -0.1
C 1.6525 0.4199 2.6370 0.0 0.0 0.5
O 2.6882 0.8306 3.0397 0.0 0.0 -0.2
O 1.2191 0.7583 1.3671 -0.1 0.0 -0.4
H -1.2333 -0.1932 4.2487 0.0 0.0 0.0
H -2.1296 -1.6253 2.0253 0.0 0.0 0.0
H -1.6117 -2.5076 4.5885 0.0 0.0 0.0
H -1.6369 -3.6861 3.2778 0.0 0.0 0.0
H 0.7781 -2.8413 4.7682 0.0 0.0 0.0
H 0.6781 -3.9958 3.4393 0.0 0.0 0.0
H 1.8811 -2.1614 2.3398 0.0 0.0 0.0
H 1.0927 -0.5146 4.4134 0.0 0.0 0.0
Br 3.2511 1.3453 -1.0335 0.0 0.0 0.0
C 2.3024 2.3662 -2.3116 0.0 0.0 0.0
C 2.9603 2.7368 -3.4505 0.0 0.0 0.0
C 2.3466 3.6154 -4.3619 0.0 0.0 0.0
C 1.1202 4.1402 -4.0773 0.0 0.0 0.0
C 0.4350 3.7753 -2.8964 0.0 0.0 0.0
C -0.7953 4.3995 -2.5654 0.0 0.0 0.0
C -1.4433 4.1266 -1.3986 0.0 0.0 0.0
C -0.9388 3.1285 -0.5430 0.1 0.0 -0.1
C 0.2232 2.4415 -0.8622 -0.1 0.2 0.0
C 0.9992 2.8217 -2.0089 -0.1 0.0 0.0
H 3.9633 2.3771 -3.6320 0.0 0.0 0.0
H 2.8719 3.8985 -5.2632 0.0 0.0 0.0
H 0.6593 4.8578 -4.7436 0.0 0.0 0.0
H -1.1971 5.1326 -3.2539 0.0 0.0 0.0
H -2.3528 4.6466 -1.1322 0.0 0.0 0.0
H -1.4944 2.8948 0.3546 0.0 0.0 0.0
Cl -1.7804 0.1437 -1.7355 -0.2 0.0 -0.1
C -1.4801 -1.5830 -1.6523 0.0 0.0 0.0
C -2.4648 -2.5006 -1.9401 -0.1 0.0 0.0
C -2.1471 -3.8463 -1.8049 0.0 0.0 0.0
C -0.8797 -4.2305 -1.3847 0.0 0.0 0.0
C 0.0868 -3.2771 -1.1010 0.0 -0.1 0.0
C -0.2031 -1.9267 -1.2449 0.1 0.1 0.0
C 0.7856 -0.8480 -1.0084 0.0 -0.2 0.0
H -3.4499 -2.1823 -2.2512 0.0 0.0 0.0
H -2.8970 -4.5939 -2.0230 0.0 0.0 0.0
H -0.6440 -5.2802 -1.2765 0.0 0.0 0.0
H 1.0723 -3.5771 -0.7686 0.0 0.0 0.0
H 1.0170 -0.2691 -1.9170 0.0 0.0 0.0
H 1.7083 -1.1816 -0.5406 0.0 0.0 0.0
```
Forces are in eV/Å.

- HOMO (eV) = -11.6
- total charge = +1
- frontier orbital gap (eV) = 6.6

---

# C22H14ClIrN2PS2

C22H14ClIrN2PS2 as an isolated structure (the ωB97M-V functional and the def2-TZVPD basis, the OMol25 dataset).

XYZ file:
```
43
Properties=species:S:1:pos:R:3:forces:R:3
Ir 0.3817 1.1105 0.6154 0.0 0.2 -0.2
Cl 1.4255 1.7960 -1.4750 0.0 0.0 0.1
C 0.1146 2.5120 -2.4298 0.0 0.0 0.0
C 0.4543 3.1170 -3.6217 0.0 0.0 0.0
C -0.5624 3.7087 -4.3589 0.0 0.0 0.0
C -1.8728 3.6935 -3.8957 0.0 0.0 0.0
C -2.1804 3.0779 -2.6937 0.0 0.0 0.0
C -1.1794 2.4636 -1.9420 0.1 -0.1 0.0
P -1.5600 1.6120 -0.3907 -0.1 -0.1 0.0
C -2.6557 2.7111 0.5114 0.1 0.0 0.1
C -2.0934 3.7764 1.2158 0.0 0.0 0.0
C -2.9094 4.6803 1.8710 0.0 0.0 0.0
C -4.2898 4.5221 1.8244 0.0 0.0 0.0
C -4.8514 3.4665 1.1224 0.0 0.0 0.0
C -4.0384 2.5558 0.4619 0.0 0.0 0.0
C -2.4502 0.1057 -0.7799 -0.1 0.1 0.1
C -2.4453 -0.4368 -2.0604 0.0 0.0 0.0
C -3.0350 -1.6740 -2.2779 0.0 0.0 0.0
C -3.6178 -2.3632 -1.2250 0.0 0.0 0.0
C -3.6333 -1.8157 0.0533 0.0 0.0 0.0
C -3.0496 -0.5820 0.2793 0.0 0.0 0.0
H 1.4798 3.1355 -3.9634 0.0 0.0 0.0
H -0.3225 4.1931 -5.2954 0.0 0.0 0.0
H -2.6556 4.1677 -4.4710 0.0 0.0 0.0
H -3.2004 3.0738 -2.3292 0.0 0.0 0.0
H -1.0158 3.9039 1.2561 0.0 0.0 0.0
H -2.4733 5.5031 2.4208 0.0 0.0 0.0
H -4.9285 5.2252 2.3418 0.0 0.0 0.0
H -5.9256 3.3453 1.0901 0.0 0.0 0.0
H -4.4818 1.7305 -0.0800 0.0 0.0 0.0
H -1.9783 0.0908 -2.8828 0.0 0.0 0.0
H -3.0332 -2.1011 -3.2715 0.0 0.0 0.0
H -4.0651 -3.3327 -1.3978 0.0 0.0 0.0
H -4.0904 -2.3558 0.8715 0.0 0.0 0.0
H -3.0624 -0.1500 1.2739 0.0 0.0 0.0
S 0.6234 -1.0374 0.2326 0.0 0.0 0.0
C -0.2509 -1.7964 1.5146 0.0 0.0 0.0
C -0.5764 -3.1752 1.3381 0.0 0.0 0.0
N -0.8541 -4.2740 1.1493 0.0 0.0 0.0
C -0.6257 -1.0729 2.5997 0.0 0.0 0.0
S -0.2803 0.6172 2.6667 0.0 -0.1 0.1
C -1.3374 -1.6463 3.6973 0.0 -0.1 0.0
N -1.9149 -2.1104 4.5752 0.0 0.0 0.0
```
Forces are in eV/Å.

- HOMO (eV) = -11.9
- total charge = +1
- frontier orbital gap (eV) = 6.6